Molecular formula: C22H27BaCl4F6N8O3
Method: DFT, ωB97M-V/def2-TZVPD

Positions of all 71 atoms, in Å:
Ba: 0.168163 -0.054172 -0.172959
N: 0.069002 0.624239 -3.033079
C: 1.074618 -0.222823 -3.662043
C: 0.618758 -1.679682 -3.675425
N: 0.428397 -2.265555 -2.350752
C: -0.809093 -3.040959 -2.235585
C: -2.099269 -2.239720 -2.298059
N: -2.227092 -1.338947 -1.163554
C: 1.551794 -3.123641 -1.958791
C: 2.861843 -2.390143 -1.718419
N: 2.696877 -1.416700 -0.647354
H: -0.817345 0.621545 -3.522025
H: 0.363456 1.588109 -2.925322
H: 1.991784 -0.134415 -3.075347
H: 1.316138 0.067599 -4.694465
H: 1.346890 -2.268323 -4.253649
H: -0.321358 -1.730089 -4.233592
H: -0.774821 -3.536593 -1.262938
H: -0.851999 -3.825331 -3.012521
H: -2.916253 -2.972103 -2.367455
H: -2.144499 -1.643834 -3.215029
H: -2.216754 -1.818813 -0.266336
H: -3.069327 -0.780717 -1.212051
H: 1.718194 -3.905135 -2.721632
H: 1.271847 -3.608915 -1.022388
H: 3.196314 -1.875268 -2.624906
H: 3.617637 -3.156587 -1.499147
H: 3.551101 -0.928992 -0.410991
H: 2.338834 -1.884904 0.187602
Cl: 0.146419 -5.189402 5.114847
C: -0.345104 -3.854814 4.117391
C: -1.247101 -2.923535 4.587147
Cl: -1.901257 -3.059803 6.191300
C: -1.640108 -1.863163 3.751262
Cl: -2.727350 -0.637631 4.344205
C: -1.164230 -1.700921 2.447278
O: -1.501182 -0.711534 1.684047
C: -0.197108 -2.674250 1.959531
O: 0.304015 -2.522971 0.772199
C: 0.164871 -3.716903 2.814072
Cl: 1.331774 -4.861047 2.206309
N: 1.846959 3.723253 0.555919
C: 2.462520 3.978408 -0.642384
C: 3.203944 2.869164 -0.916317
N: 3.035107 1.920855 0.068163
C: 2.198901 2.464906 0.923212
C: 1.677330 1.802761 2.114731
N: 1.683610 0.504845 2.307645
C: 1.086915 0.299390 3.525317
C: 0.699922 1.490682 4.061996
N: 1.084107 2.448055 3.151421
H: 0.996671 4.168574 0.860082
H: 2.305044 4.898035 -1.177213
H: 3.859463 2.694827 -1.753894
H: 0.931250 -0.691010 3.919617
H: 0.172843 1.733617 4.966885
H: 0.916004 3.435782 3.224942
C: -2.720200 2.211615 0.948191
C: -1.831889 2.973994 -0.053152
O: -0.625388 2.425916 -0.265144
C: -1.642394 4.411901 0.496511
F: -0.942114 4.364640 1.668009
F: -0.904934 5.201380 -0.315178
F: -2.774569 5.086101 0.765772
C: -2.598350 3.057793 -1.402372
F: -3.820652 3.628195 -1.318135
F: -2.790758 1.810999 -1.893057
F: -1.922413 3.735402 -2.348411
H: -2.187047 2.115259 1.893298
H: -2.872903 1.198547 0.581646
H: -3.684452 2.692955 1.110527

Atomic forces in eV per Å
-0.056 -0.095 -0.109
0.018 0.008 0.040
-0.023 0.000 0.022
0.018 0.008 -0.028
0.000 0.048 0.039
-0.008 -0.047 -0.019
-0.051 -0.010 -0.010
0.065 0.029 -0.061
-0.001 0.011 0.011
-0.009 0.013 0.011
-0.052 -0.048 0.036
0.017 -0.013 -0.017
-0.009 0.011 -0.018
-0.002 0.010 -0.001
0.005 0.001 -0.009
-0.009 -0.007 -0.013
0.000 -0.004 0.007
0.016 -0.010 -0.008
0.011 -0.007 0.006
-0.008 0.005 -0.005
-0.003 0.004 0.007
0.007 0.018 0.010
-0.008 -0.009 0.017
0.003 -0.002 0.000
-0.007 0.005 -0.002
0.003 -0.001 -0.003
0.004 -0.004 -0.006
-0.004 0.017 0.007
0.075 -0.027 -0.014
0.005 0.007 -0.013
-0.045 0.030 0.014
0.023 -0.014 -0.021
0.009 0.004 -0.011
-0.033 0.018 0.010
-0.005 -0.002 0.005
0.021 0.012 -0.001
-0.017 -0.105 0.041
0.005 -0.037 0.013
-0.036 0.028 0.022
0.013 -0.004 0.009
0.006 -0.004 -0.007
0.013 -0.009 -0.038
-0.008 -0.013 0.056
0.009 -0.062 0.005
0.019 0.067 -0.030
0.043 -0.044 0.027
-0.056 0.133 -0.023
0.168 -0.100 0.018
-0.071 0.047 0.039
0.023 -0.009 -0.064
0.025 -0.014 0.061
-0.037 0.037 -0.014
0.001 -0.009 -0.003
-0.012 0.004 -0.003
0.010 -0.006 -0.010
-0.001 0.003 -0.001
-0.008 -0.012 -0.014
0.085 0.012 -0.050
-0.054 0.011 0.005
-0.052 0.077 0.072
0.038 0.125 -0.091
-0.059 0.006 0.018
-0.049 -0.040 0.041
0.050 -0.027 0.009
0.080 -0.062 0.016
0.004 -0.011 -0.018
-0.012 0.114 0.017
-0.039 -0.033 -0.010
-0.007 0.003 -0.011
-0.017 -0.024 0.024
-0.026 -0.003 0.017

Values from the calculation:
Charge: -1
Gap between HOMO and LUMO in eV: 5.5324
Energy in Eh: -3984.079192
LUMO energy in eV: 1.994

Partial charges, Mulliken, in e: Ba 0.703; N -0.251; C -0.625; C -1.167; N 1.013; C -0.797; C -0.913; N 0.045; C -0.845; C -1.219; N -0.041; H 0.116; H 0.193; H 0.254; H 0.432; H 0.317; H 0.440; H 0.448; H 0.275; H 0.505; H 0.323; H 0.024; H 0.160; H 0.417; H 0.509; H 0.327; H 0.503; H 0.215; H 0.088; Cl -0.257; C 0.316; C 0.275; Cl -0.253; C 0.436; Cl -0.244; C -0.579; O -0.763; C -0.870; O -0.140; C 0.370; Cl -0.255; N -0.015; C -0.371; C -0.598; N -0.260; C -0.159; C 0.731; N -0.286; C -0.510; C -0.634; N 0.054; H 0.173; H 0.461; H 0.444; H 0.572; H 0.474; H 0.229; C -1.860; C 1.524; O -0.245; C 0.041; F -0.292; F -0.272; F -0.294; C 0.288; F -0.307; F -0.160; F -0.271; H 0.435; H 0.263; H 0.363

Molecular formula: H3OPSi
Method: DFT, ωB97M-V/def2-TZVPD

Positions of all 6 atoms, in Å:
O: -1.204403 -0.028149 0.328198
Si: -0.010617 -0.003629 -0.785989
P: 0.156324 -0.816742 1.345463
H: 0.330055 1.334473 -1.236462
H: -0.071061 -0.680805 -1.989088
H: 0.799702 0.194852 2.337879

Atomic forces in eV per Å
0.578 -0.571 1.508
0.642 1.252 2.375
-0.376 1.000 -0.940
0.367 0.535 0.275
-0.211 -1.713 -1.470
-0.999 -0.503 -1.748

Values from the calculation:
Gap between HOMO and LUMO in eV: 9.2912
Energy in Eh: -707.831621
LUMO energy in eV: 0.124

Partial charges, natural (NBO), in e: O -1.100; Si 1.202; P 0.336; H -0.202; H -0.208; H -0.028

Molecular formula: C26H70N4O11S7
Method: DFT, ωB97M-V/def2-TZVPD

Positions of all 118 atoms, in Å:
C: -12.056850 -12.333756 -14.127610
C: -10.874948 -12.987780 -14.775533
O: -9.728688 -12.674038 -14.483049
N: -11.131019 -14.025251 -15.605502
C: -10.147729 -14.708451 -16.411588
H: -11.813597 -11.290351 -13.951183
H: -12.534878 -12.830056 -13.285163
H: -12.863645 -12.291915 -14.873924
H: -12.088478 -14.152667 -15.882758
H: -9.745982 -14.082342 -17.209054
H: -10.663781 -15.508972 -16.949973
H: -9.404050 -15.228770 -15.813171
C: -11.718572 -7.746066 -10.916693
C: -13.070596 -7.505083 -10.279533
O: -13.462247 -8.168354 -9.324190
N: -13.898930 -6.686363 -10.959386
C: -15.287008 -6.526296 -10.550036
H: -10.878577 -7.716097 -10.227599
H: -11.524312 -7.135646 -11.800462
H: -11.719755 -8.770312 -11.304348
H: -13.527543 -6.118899 -11.698872
H: -15.424033 -6.811453 -9.512526
H: -15.903722 -7.266235 -11.068022
H: -15.621494 -5.506875 -10.713729
C: -9.678913 -12.256226 -11.172320
C: -9.710799 -11.385544 -9.945938
O: -8.678390 -11.112027 -9.330782
N: -10.939472 -11.070862 -9.484851
C: -11.133441 -10.325689 -8.263949
H: -10.409813 -13.059567 -11.224235
H: -8.670422 -12.642714 -11.285728
H: -9.852557 -11.564320 -12.003159
H: -11.753035 -11.341984 -10.047109
H: -11.200940 -9.256605 -8.454007
H: -10.269706 -10.388820 -7.598590
H: -11.942319 -10.707770 -7.643979
C: -20.404453 -13.276999 -10.248505
C: -19.577400 -14.144307 -9.328307
O: -19.894596 -14.245265 -8.143716
N: -18.518746 -14.800125 -9.830041
C: -18.070578 -14.738232 -11.193118
H: -20.908820 -13.891410 -10.997084
H: -19.774303 -12.604618 -10.843586
H: -21.087093 -12.630792 -9.706953
H: -18.027271 -15.351086 -9.129583
H: -17.313842 -15.494441 -11.379667
H: -17.713629 -13.750548 -11.506109
H: -18.891144 -14.909587 -11.898754
C: -18.038373 -15.481038 -5.703813
S: -17.485958 -13.859897 -5.047124
O: -17.278998 -14.075945 -3.584874
C: -15.837475 -13.880918 -5.780127
H: -17.878472 -15.407457 -6.779333
H: -19.120319 -15.578757 -5.626183
H: -17.533488 -16.318813 -5.230684
H: -15.399944 -12.925327 -5.508876
H: -15.897016 -13.979778 -6.867885
H: -15.248356 -14.750267 -5.491382
C: -16.546396 -9.026922 -8.082300
S: -16.375667 -9.994210 -6.535497
O: -15.156075 -10.830101 -6.767623
C: -15.969968 -8.584829 -5.492279
H: -15.526482 -8.750746 -8.363326
H: -17.214316 -8.166139 -8.116226
H: -16.887101 -9.730006 -8.847577
H: -16.779225 -7.898893 -5.245410
H: -15.241308 -7.950174 -6.005302
H: -15.502226 -9.002060 -4.601665
C: -14.112964 -16.470831 -10.230198
S: -14.931670 -15.808848 -8.762511
O: -16.337570 -16.362167 -8.833538
C: -14.054939 -16.899629 -7.576578
H: -13.124479 -16.016411 -10.272802
H: -14.720919 -16.219676 -11.101053
H: -14.119138 -17.560853 -10.256327
H: -12.986347 -16.854540 -7.777549
H: -14.501495 -17.888604 -7.632010
H: -14.195010 -16.476555 -6.582111
C: -15.540601 -8.166120 -14.954163
S: -13.792077 -8.010182 -14.394735
O: -13.310985 -9.401208 -14.656696
C: -13.184630 -7.024221 -15.810045
H: -15.946670 -9.066274 -14.486865
H: -15.587277 -8.404644 -16.016925
H: -16.187327 -7.332608 -14.678772
H: -13.102968 -7.627787 -16.711563
H: -12.170729 -6.703498 -15.564196
H: -13.792381 -6.129544 -15.943831
C: -18.476353 -8.077534 -12.097712
S: -19.100624 -9.749816 -11.740663
O: -17.885811 -10.617770 -11.696190
C: -19.800423 -9.439932 -10.085313
H: -17.899407 -7.708139 -11.245183
H: -19.288340 -7.351447 -12.176200
H: -17.882113 -8.109715 -13.003927
H: -20.215196 -10.357248 -9.675129
H: -20.642834 -8.745603 -10.137934
H: -19.059164 -8.965094 -9.441340
C: -11.311475 -14.240093 -8.325142
S: -11.906408 -13.487626 -6.761829
O: -12.477093 -14.591541 -5.916937
C: -10.280812 -13.115330 -6.047748
H: -10.499254 -14.922883 -8.075364
H: -11.029815 -13.487554 -9.057019
H: -12.166884 -14.798656 -8.696176
H: -10.305978 -12.688399 -5.046794
H: -9.721863 -12.421463 -6.678383
H: -9.748553 -14.065582 -5.968367
C: -14.821770 -10.252563 -11.508190
S: -14.216569 -11.448543 -10.225959
O: -13.142708 -12.330265 -10.840013
C: -15.714771 -12.387786 -9.759252
H: -15.050282 -10.778279 -12.433009
H: -13.975546 -9.583026 -11.626395
H: -15.693525 -9.753218 -11.092111
H: -16.433411 -12.421072 -10.578619
H: -16.123268 -11.842693 -8.911114
H: -15.475469 -13.402750 -9.444060

Atomic forces in eV per Å
-1.089 0.464 -1.353
1.051 -0.395 1.260
-0.128 0.080 -0.392
-0.679 -0.145 -0.465
-0.464 -0.652 -0.465
0.014 -0.099 0.479
0.659 -0.053 0.342
0.009 0.084 0.015
-0.021 0.019 0.073
0.479 0.172 0.375
-0.141 0.037 0.131
0.314 0.501 0.030
0.107 -0.276 -0.435
0.169 -1.171 0.022
0.208 0.516 -0.155
-0.417 0.549 0.405
0.160 -0.571 -0.182
-0.137 0.251 0.169
0.014 0.296 0.233
-0.156 -0.064 0.169
-0.044 -0.042 -0.055
0.411 0.335 0.262
-0.081 0.340 -0.354
-0.126 -0.018 -0.099
0.350 0.874 -0.579
0.569 -1.092 1.165
-0.426 0.267 -0.362
-0.403 0.204 -0.094
0.698 0.403 0.677
-0.182 0.141 0.156
-0.030 -0.063 0.002
-0.052 -0.406 -0.280
0.471 -0.082 0.309
-0.596 0.050 0.029
0.327 -0.357 -0.430
-0.497 0.195 -0.503
0.636 0.363 -0.872
-0.817 0.406 0.904
0.226 0.002 -0.337
-0.077 0.075 0.291
-0.410 0.223 -0.752
-0.275 -0.001 0.187
0.204 -0.145 0.046
-0.214 -0.444 0.246
0.325 -0.063 -0.515
0.074 0.048 0.147
0.322 -0.067 0.329
-0.052 -0.360 0.159
-0.328 0.853 -0.651
0.035 -1.382 0.095
-0.074 0.350 0.072
-0.211 -0.315 -0.517
0.272 -0.344 -0.006
0.029 0.151 0.422
0.253 0.172 0.050
0.359 -0.141 -0.061
-0.306 0.502 -0.020
-0.035 0.182 0.684
0.378 -0.594 -0.492
-0.639 0.193 -0.578
-0.323 0.667 0.255
1.081 0.474 -0.122
0.047 0.138 0.136
-0.035 -0.010 0.601
-0.067 -0.068 0.106
-0.481 -0.583 0.016
0.242 -0.301 -0.022
-0.156 0.088 0.106
-0.418 0.046 -0.287
-0.177 -1.781 0.076
0.446 0.478 0.157
-0.233 0.944 0.155
0.053 -0.213 -0.275
0.137 0.591 0.091
0.313 -0.012 0.552
-0.016 -0.221 -0.084
0.085 -0.052 -0.278
-0.057 -0.021 -0.052
-0.139 -0.179 0.214
-0.834 -0.827 -1.533
0.385 0.363 0.489
0.340 0.275 0.530
0.325 0.077 0.411
0.278 0.412 -0.093
0.217 0.211 -0.167
-0.425 -0.193 0.086
-0.038 -0.031 0.141
-0.115 -0.086 -0.073
-0.410 0.321 1.056
-0.514 0.209 -0.724
-0.210 0.198 0.642
0.256 0.527 0.011
0.271 -0.340 -0.142
-0.214 -0.296 -0.347
-0.011 -0.133 -0.035
0.414 -0.193 -0.021
0.067 0.030 -0.507
0.075 -0.379 0.105
-0.049 -0.111 0.782
-0.045 0.144 0.278
0.272 0.131 -0.529
0.493 -0.282 -0.235
0.033 -0.016 -0.147
0.032 0.068 0.205
-0.039 0.049 -0.020
-0.661 0.020 -0.041
-0.101 -0.123 -0.223
0.021 0.007 -0.117
0.267 -1.233 0.625
0.319 0.561 0.636
-0.979 0.037 -0.268
-0.096 0.284 -0.924
-0.071 0.033 -0.019
-0.021 0.060 -0.108
0.005 0.001 -0.062
0.052 0.065 0.062
0.024 -0.039 0.031
0.373 0.258 -0.032

Values from the calculation:
Gap between HOMO and LUMO in eV: 7.5870
Energy in Eh: -4866.441343
LUMO energy in eV: -0.298

Atomic partial charges in e from the Mulliken method, atoms 1 to 99: C -0.748; C 0.523; O -0.644; N -0.187; C -0.926; H 0.085; H 0.258; H 0.451; H 0.258; H 0.300; H 0.371; H 0.265; C -0.909; C 0.504; O -0.442; N -0.093; C -0.822; H 0.403; H 0.352; H 0.066; H 0.245; H 0.109; H 0.136; H 0.478; C -0.974; C 0.730; O -0.755; N 1.341; C -0.928; H 0.144; H 0.403; H 0.294; H -0.773; H 0.104; H 0.390; H 0.188; C -0.956; C 0.827; O -0.633; N 0.181; C -0.975; H 0.356; H -0.041; H 0.330; H 0.085; H 0.171; H 0.217; H 0.406; C -0.455; S 0.581; O -0.724; C -0.063; H -0.133; H 0.375; H 0.323; H 0.162; H -0.342; H 0.293; C 0.008; S 0.521; O -0.447; C -1.050; H -0.170; H 0.680; H -0.390; H 0.382; H 0.243; H 0.374; C -1.188; S 1.222; O -0.969; C -1.117; H 0.336; H 0.273; H 0.387; H 0.424; H 0.469; H 0.185; C -1.187; S 0.812; O -0.674; C -1.147; H 0.246; H 0.448; H 0.397; H 0.338; H 0.358; H 0.369; C -0.328; S 0.313; O -0.463; C -0.354; H 0.025; H 0.510; H -0.014; H 0.107; H 0.437; H -0.108; C 0.193

Molecular formula: C2H5ClN3OP3
Method: DFT, ωB97M-V/def2-TZVPD

Positions of all 15 atoms, in Å:
C: 2.321099 1.571374 -1.018435
C: 1.678466 1.551290 0.109249
N: -2.468182 -2.029085 0.287027
N: 0.002696 -1.667943 0.971365
N: -1.922795 0.568434 -0.220653
O: 0.323436 1.327016 0.117784
P: -3.195526 -0.667362 0.084799
P: -0.926427 -2.713430 0.128895
P: -0.411809 0.196748 -0.701886
Cl: -2.326434 2.133369 0.343134
H: 3.406314 1.747441 -1.181827
H: 1.609935 1.482126 -1.865752
H: 2.140267 1.705847 1.151601
H: 0.846233 -1.446246 0.566466
H: -1.077279 -3.759577 1.228228

Atomic forces in eV per Å
0.555 0.355 -2.053
1.053 0.092 2.694
-0.919 1.045 -0.569
-1.974 2.410 0.375
-1.355 0.093 0.027
0.322 0.931 1.005
0.711 -1.183 0.453
-0.732 -2.157 0.792
0.660 -1.990 0.894
-0.187 -0.007 0.030
-1.144 -0.204 0.323
1.159 0.016 0.018
-1.025 -0.351 -1.731
2.941 -0.084 -1.006
-0.066 1.035 -1.253

Values from the calculation:
Gap between HOMO and LUMO (spin up / spin down) in eV: 6.7994 / 6.7990
Energy in Eh: -1802.847922
LUMO energy (spin up / spin down) in eV: -0.958 / -0.958

Partial charges, natural (NBO), in e: C -0.468; C 0.121; N -1.224; N -1.187; N -1.165; O -0.810; P 1.204; P 0.950; P 1.465; Cl 0.178; H 0.238; H 0.205; H 0.218; H 0.339; H -0.066

For each record above, in turn, the calculated strongest force on any atom values are 0.2; 2.8; 1.9; 3.1 eV/A.
For each record above, in turn, the calculated relative energy (zero: lowest compared OMol25 entry of this formula, charge and spin) values are 29.41; 54.16; 0.00; 267.06 kJ/mol.